Entry 1:
# C37H57BN6O7P3TaTe

A structure of composition C37H57BN6O7P3TaTe at a distorted geometry (the ωB97M-V functional and the def2-TZVPD basis, the OMol25 dataset).

Total charge   0
Relative energy (zero: lowest compared OMol25 entry of this formula, charge and spin)   13.5 kcal/mol
Highest occupied orbital energy   -7.87 eV
Energy   -3673.5118 Ha
LUMO level   -1.256 eV

CARTESIAN COORDINATES (ANGSTROEM)
Ta -0.024 -0.078 -0.163
C -2.727 4.453 -2.358
C -2.437 3.509 -1.192
C -3.427 2.340 -1.244
C -2.610 4.245 0.142
P -0.721 2.716 -1.201
C -0.515 2.361 -3.013
N 0.277 1.175 -3.212
B 0.560 0.100 -2.301
N 1.226 -0.881 -3.108
C 1.640 -2.220 -2.767
P 1.363 -2.535 -0.954
C 3.119 -2.617 -0.263
C 3.884 -3.889 -0.617
C 3.872 -1.402 -0.816
C 2.994 -2.473 1.261
C 0.545 -4.237 -0.994
C 1.221 -5.262 -1.906
C 0.458 -4.779 0.437
C -0.877 -3.980 -1.512
C 1.351 -0.418 -4.412
C 1.906 -1.002 -5.539
C 1.848 -0.294 -6.734
C 1.251 0.960 -6.803
C 0.694 1.550 -5.675
C 0.755 0.853 -4.480
C 0.611 4.035 -0.944
C 0.743 4.261 0.567
C 0.373 5.371 -1.642
C 1.914 3.430 -1.488
H -3.757 4.804 -2.258
H -2.649 3.954 -3.324
H -2.077 5.325 -2.365
H -4.446 2.711 -1.105
H -3.227 1.606 -0.460
H -3.400 1.833 -2.208
H -3.671 4.441 0.320
H -2.096 5.206 0.143
H -2.233 3.646 0.975
H -0.055 3.221 -3.507
H -1.506 2.221 -3.456
H 2.695 -2.372 -3.008
H 1.061 -2.935 -3.357
H 3.867 -4.087 -1.690
H 3.491 -4.757 -0.089
H 4.927 -3.763 -0.316
H 4.203 -1.548 -1.845
H 4.763 -1.216 -0.214
H 3.256 -0.504 -0.784
H 2.455 -3.310 1.706
H 2.465 -1.552 1.514
H 3.989 -2.432 1.711
H 2.164 -5.618 -1.500
H 1.393 -4.887 -2.915
H 0.553 -6.123 -1.986
H 1.437 -5.076 0.814
H -0.185 -5.661 0.454
H 0.029 -4.036 1.114
H -0.883 -3.535 -2.510
H -1.428 -3.326 -0.842
H -1.427 -4.922 -1.568
H 2.369 -1.980 -5.502
H 2.274 -0.730 -7.628
H 1.214 1.482 -7.749
H 0.220 2.522 -5.733
H -0.066 4.875 0.963
H 1.686 4.766 0.791
H 0.734 3.312 1.098
H -0.449 5.929 -1.194
H 0.187 5.253 -2.711
H 1.274 5.980 -1.530
H 2.059 2.403 -1.160
H 2.764 4.019 -1.137
H 1.936 3.436 -2.579
O -5.764 -3.214 -1.913
C -6.058 -2.082 -1.458
O -7.097 -1.484 -1.231
C -4.652 -1.513 -1.183
C -3.910 -0.933 -2.230
C -2.588 -0.640 -2.051
N -1.931 -0.866 -0.892
C -2.619 -1.514 0.084
C -3.944 -1.833 -0.011
C -1.785 -1.938 1.265
O -2.267 -2.591 2.161
O -0.521 -1.597 1.179
H -4.393 -0.717 -3.173
H -1.999 -0.194 -2.846
H -4.419 -2.353 0.809
N 1.554 0.658 0.487
C 2.385 1.215 1.303
N 3.590 1.634 1.316
C 4.449 1.605 0.313
N 5.274 1.637 -0.498
C -1.587 -1.764 5.259
C -0.828 -0.554 4.762
O -1.381 -0.143 3.488
P -0.847 1.127 2.707
O -1.335 1.051 1.277
Te 1.454 1.640 3.296
O -1.499 2.383 3.439
C -2.907 2.568 3.738
C -3.877 1.794 2.863
H -1.021 -2.241 6.059
H -1.720 -2.467 4.439
H -2.571 -1.484 5.635
H 0.227 -0.796 4.628
H -0.899 0.283 5.465
H -3.066 3.641 3.633
H -3.053 2.299 4.785
H -3.823 2.113 1.823
H -4.888 1.975 3.227
H -3.677 0.724 2.911

=====

Entry 2:
# C37H57F3O17S2

A cluster of 10 separate species, C37H57F3O17S2 in total at a distorted geometry (the ωB97M-V functional and the def2-TZVPD basis, the OMol25 dataset).

Total charge   0
Highest occupied orbital energy   -8.40 eV
Energy   -3819.0425 Ha
LUMO level   0.467 eV

CARTESIAN COORDINATES (ANGSTROEM)
F 1.440 -1.496 10.444
C 0.863 -1.440 9.238
C 0.053 -0.342 8.945
C -0.572 -0.236 7.722
C -0.382 -1.266 6.808
C 0.429 -2.349 7.071
C 1.098 -2.399 8.300
H -0.148 0.333 9.770
H -1.184 0.608 7.440
H -0.942 -1.295 5.877
H 0.537 -3.200 6.415
H 1.773 -3.214 8.536
F 0.103 3.543 2.588
C -1.236 3.677 2.666
C -2.034 3.131 1.651
C -3.409 3.247 1.802
C -3.936 3.843 2.936
C -3.137 4.357 3.948
C -1.763 4.194 3.844
H -1.553 2.727 0.770
H -4.045 2.869 1.014
H -5.016 3.822 3.028
H -3.687 4.761 4.786
H -1.077 4.524 4.613
F -3.502 1.696 -1.116
C -2.434 1.811 -1.954
C -1.651 0.708 -2.154
C -0.581 0.775 -3.063
C -0.341 1.970 -3.726
C -1.128 3.080 -3.472
C -2.161 3.028 -2.546
H -1.787 -0.225 -1.630
H 0.063 -0.093 -3.063
H 0.497 1.954 -4.413
H -0.861 4.057 -3.854
H -2.646 3.944 -2.237
C 0.537 7.137 -0.156
S 1.021 5.966 -1.470
O 2.137 6.783 -2.096
C 1.883 4.697 -0.489
H -0.061 7.943 -0.581
H 1.418 7.610 0.275
H -0.042 6.684 0.653
H 2.737 5.118 0.041
H 2.247 3.958 -1.203
H 1.236 4.207 0.242
C 5.204 2.677 -3.472
S 3.474 2.386 -3.908
O 2.663 3.046 -2.823
C 3.412 3.566 -5.309
H 5.387 3.738 -3.292
H 5.880 2.469 -4.307
H 5.508 2.075 -2.620
H 4.313 3.425 -5.905
H 3.343 4.582 -4.923
H 2.535 3.388 -5.928
C -1.057 -4.662 2.961
O -1.457 -3.300 2.876
C -2.455 -2.896 3.680
O -3.012 -1.846 3.525
O -2.796 -3.767 4.611
C -3.927 -3.473 5.434
H -0.246 -4.709 2.239
H -1.862 -5.367 2.753
H -0.628 -4.994 3.911
H -4.121 -4.377 6.003
H -4.819 -3.319 4.827
H -3.689 -2.601 6.034
C -0.454 -0.147 2.515
O 0.807 -0.383 1.853
C 0.994 0.304 0.737
O 0.203 1.067 0.253
O 2.151 -0.056 0.204
C 2.540 0.658 -0.969
H -0.505 0.841 2.969
H -0.514 -0.921 3.269
H -1.277 -0.253 1.814
H 2.623 1.716 -0.740
H 1.846 0.540 -1.799
H 3.502 0.238 -1.250
C 5.031 -1.269 -4.415
O 4.758 -0.375 -5.494
C 3.774 -0.564 -6.342
O 3.082 -1.531 -6.481
O 3.574 0.630 -6.921
C 2.377 0.848 -7.630
H 5.815 -1.985 -4.649
H 4.140 -1.883 -4.259
H 5.198 -0.643 -3.545
H 2.554 1.580 -8.415
H 1.533 1.170 -7.018
H 2.041 -0.049 -8.155
C 0.633 -3.017 -1.129
O 0.047 -4.164 -0.548
C 0.619 -5.354 -0.661
O 1.509 -5.610 -1.418
O -0.002 -6.183 0.167
C 0.248 -7.573 -0.032
H -0.105 -2.217 -1.152
H 0.856 -3.194 -2.185
H 1.521 -2.728 -0.570
H -0.456 -8.017 0.671
H 1.272 -7.858 0.219
H 0.091 -7.925 -1.051
C -4.245 -3.025 -4.415
O -4.516 -2.860 -3.034
C -3.495 -2.664 -2.212
O -2.376 -2.387 -2.544
O -3.948 -2.835 -0.973
C -3.005 -2.573 0.066
H -5.185 -3.201 -4.926
H -3.521 -3.812 -4.626
H -3.833 -2.084 -4.790
H -2.468 -1.646 -0.132
H -2.274 -3.374 0.184
H -3.561 -2.481 0.994